Density functional theory data (ωB97M-V with the def2-TZVPD basis set) for a structure of composition C31H88N6O13.

Geometry as XYZ:
```
138
C31H88N6O13 | the OMol25 dataset | ωB97M-V with the def2-TZVPD basis set
C 0.9385 0.7791 -3.4733
C 2.0193 1.7482 -3.8916
O 2.6443 2.3518 -2.7245
O 1.5461 -0.3091 -2.6708
H 0.4438 0.3240 -4.3314
H 0.2088 1.3592 -2.9083
H 1.4863 2.4710 -4.5093
H 2.7006 1.2250 -4.5624
H 3.0728 1.7462 -2.1152
H 1.4811 -0.0430 -1.7507
C 6.0328 0.2385 -2.9979
C 6.8453 0.4746 -4.2486
O 7.9312 1.3431 -3.9342
O 6.8372 -0.3525 -2.0419
H 5.3193 -0.5472 -3.2462
H 5.6029 1.1870 -2.6760
H 6.2628 0.8904 -5.0708
H 7.2377 -0.4613 -4.6466
H 8.5950 1.0131 -3.3242
H 7.3784 0.3190 -1.6204
C 1.1355 2.1891 -6.7031
C 1.1844 0.6839 -6.7322
O 2.0017 0.0997 -5.6517
O 0.4208 2.7980 -5.6483
H 0.6308 2.4325 -7.6380
H 2.0572 2.7695 -6.7444
H 1.7474 0.4298 -7.6304
H 0.1412 0.3678 -6.7350
H 2.8062 0.6184 -5.5791
H -0.5006 2.5286 -5.6592
C 4.3915 0.9431 -6.0643
O 3.1644 1.6230 -5.9888
H 4.5243 0.1641 -5.3136
H 4.4468 0.5292 -7.0712
H 5.2067 1.6645 -6.0078
H 3.3592 2.3712 -5.4197
C 3.7799 -1.1357 -4.0236
C 2.6908 -2.1690 -3.9224
C 3.0984 -3.5251 -4.4396
O 3.5916 -3.5774 -5.7557
C 2.5012 -3.5170 -6.7108
N 2.3085 -2.1015 -2.5525
H 3.9908 -0.9184 -5.0707
H 4.6390 -1.3710 -3.3954
H 3.3926 -0.1590 -3.7332
H 1.8287 -1.8513 -4.5088
H 2.2703 -4.2278 -4.3469
H 3.9515 -3.9509 -3.9114
H 1.7132 -4.2288 -6.4649
H 2.9475 -3.8403 -7.6513
H 2.0915 -2.5074 -6.7419
H 1.5645 -2.7686 -2.4062
H 1.9748 -1.1514 -2.4751
C 0.4322 0.2232 -9.6162
C 0.7504 1.7123 -9.9535
C 2.2513 1.9908 -10.0466
O 2.7261 1.7125 -8.7899
C 4.1363 2.0335 -8.6714
N 0.1170 1.9885 -11.2576
H 0.6637 -0.4479 -10.4433
H -0.6030 0.0673 -9.3125
H 0.9052 -0.2050 -8.7324
H 0.4050 2.3250 -9.1208
H 2.4833 3.0203 -10.3192
H 2.7293 1.2926 -10.7337
H 4.8408 1.4678 -9.2813
H 4.4077 1.7451 -7.6559
H 4.2946 3.0950 -8.8614
H 0.3952 2.8616 -11.6822
H 0.5901 1.4277 -11.9517
C 2.5970 -1.3768 -10.8644
C 3.8816 -0.9430 -10.1475
C 4.2105 -1.9091 -8.9422
O 3.0977 -1.9006 -8.0537
C 2.8947 -0.8071 -7.1793
N 4.9082 -1.1785 -11.1688
H 1.7240 -1.3542 -10.2121
H 2.6098 -2.4371 -11.1168
H 2.4469 -0.9158 -11.8406
H 3.8304 0.0596 -9.7229
H 5.1561 -1.5478 -8.5378
H 4.4485 -2.9180 -9.2792
H 1.9327 -1.0671 -6.7376
H 2.9708 0.1906 -7.6116
H 3.6229 -0.8091 -6.3683
H 5.8017 -1.1321 -10.7002
H 4.7292 -2.1105 -11.5145
C 5.3260 -2.5344 -6.0645
C 6.6506 -2.0457 -6.7811
C 6.6658 -0.5224 -6.8564
O 5.8515 -0.1268 -8.0037
C 6.0433 1.1390 -8.5217
N 7.7871 -2.6100 -6.0786
H 4.4719 -2.2243 -6.6666
H 5.1394 -2.0494 -5.1063
H 5.2358 -3.6072 -5.8943
H 6.6952 -2.4736 -7.7825
H 7.6945 -0.2424 -7.0833
H 6.3562 -0.1436 -5.8824
H 5.8757 1.9828 -7.8524
H 5.5404 1.2663 -9.4804
H 7.1024 1.3231 -8.7021
H 7.5857 -2.5521 -5.0906
H 7.7104 -3.5927 -6.2988
C 4.2333 4.7976 -5.2832
C 3.4613 3.9501 -4.2386
C 1.9101 4.1000 -4.4739
O 1.4254 5.4232 -4.3648
C 1.1952 5.9044 -3.0529
N 3.9521 2.5914 -4.4624
H 4.2044 5.8664 -5.0710
H 3.8455 4.7384 -6.3002
H 5.2842 4.5105 -5.3170
H 3.7446 4.3251 -3.2552
H 1.3224 3.5315 -3.7532
H 1.7109 3.7336 -5.4810
H 0.4460 5.3388 -2.4988
H 0.7590 6.9029 -3.0243
H 2.1525 5.8400 -2.5358
H 3.7314 1.9340 -3.7281
H 4.9620 2.6067 -4.4652
C 5.1303 3.7825 -7.6327
C 6.3293 4.4695 -6.9723
C 7.6240 4.0733 -7.6662
O 7.6951 2.6853 -7.9181
C 8.0255 1.8806 -6.7749
N 6.0272 5.9034 -7.0307
H 4.3580 3.6811 -6.8702
H 5.2426 2.7705 -8.0218
H 4.7125 4.3916 -8.4344
H 6.3332 4.0722 -5.9574
H 8.4813 4.4519 -7.1095
H 7.6203 4.6380 -8.5985
H 8.8449 2.2013 -6.1316
H 8.2002 0.8446 -7.0652
H 7.1206 1.8353 -6.1690
H 5.7938 6.0307 -8.0051
H 6.8829 6.4260 -6.9087
```

Gap between HOMO and LUMO = 7.34 eV
Energy above the lowest of the compared OMol25 structures with the same formula, charge and spin = 4611.20 kJ/mol
Molecular weight = 753.07 Da
Net charge = 0

Atom charges from the Mulliken analysis, given in e for atoms 1 to 99: atom 1 (C): -1.9440, atom 2 (C): 0.8329, atom 3 (O): -0.6569, atom 4 (O): -0.3271, atom 5 (H): 0.3575, atom 6 (H): 0.3367, atom 7 (H): 0.3154, atom 8 (H): -0.3201, atom 9 (H): 0.5254, atom 10 (H): 0.4153, atom 11 (C): -0.1619, atom 12 (C): 0.4738, atom 13 (O): -0.4721, atom 14 (O): -0.5987, atom 15 (H): -0.9631, atom 16 (H): 0.0953, atom 17 (H): -1.2008, atom 18 (H): 0.2497, atom 19 (H): 0.4337, atom 20 (H): 0.4468, atom 21 (C): -0.1215, atom 22 (C): 0.7392, atom 23 (O): -0.1793, atom 24 (O): -0.5260, atom 25 (H): -0.4807, atom 26 (H): 0.2681, atom 27 (H): -2.9634, atom 28 (H): 0.4051, atom 29 (H): 0.3140, atom 30 (H): 0.5672, atom 31 (C): -3.1177, atom 32 (O): -0.6541, atom 33 (H): 1.7891, atom 34 (H): 1.6715, atom 35 (H): 0.5560, atom 36 (H): 0.3848, atom 37 (C): -0.1905, atom 38 (C): -0.0437, atom 39 (C): -2.0930, atom 40 (O): -0.0614, atom 41 (C): -0.6519, atom 42 (N): -1.0031, atom 43 (H): -1.1887, atom 44 (H): 2.3245, atom 45 (H): -0.1728, atom 46 (H): 0.3037, atom 47 (H): 0.5799, atom 48 (H): 0.2825, atom 49 (H): 0.4668, atom 50 (H): 0.1073, atom 51 (H): 0.9030, atom 52 (H): 0.4145, atom 53 (H): 0.6176, atom 54 (C): -0.5905, atom 55 (C): 1.1603, atom 56 (C): -0.8569, atom 57 (O): 0.8953, atom 58 (C): -0.6192, atom 59 (N): -0.7676, atom 60 (H): 0.6365, atom 61 (H): 0.3421, atom 62 (H): 0.0027, atom 63 (H): -0.1019, atom 64 (H): 0.3601, atom 65 (H): 0.4997, atom 66 (H): 0.0526, atom 67 (H): -2.9517, atom 68 (H): 0.8323, atom 69 (H): 0.3124, atom 70 (H): 0.3262, atom 71 (C): -2.4907, atom 72 (C): 1.8078, atom 73 (C): 0.3900, atom 74 (O): -0.3207, atom 75 (C): -1.0600, atom 76 (N): -0.7144, atom 77 (H): 0.1195, atom 78 (H): 0.7008, atom 79 (H): 0.4412, atom 80 (H): -0.5457, atom 81 (H): -0.8946, atom 82 (H): 0.4518, atom 83 (H): -0.4221, atom 84 (H): 1.8052, atom 85 (H): 2.2330, atom 86 (H): 0.3672, atom 87 (H): 0.4135, atom 88 (C): -0.1938, atom 89 (C): -1.6619, atom 90 (C): 1.3742, atom 91 (O): -0.8947, atom 92 (C): -1.1798, atom 93 (N): -0.7754, atom 94 (H): -0.6279, atom 95 (H): -0.3173, atom 96 (H): 1.4811, atom 97 (H): 1.1208, atom 98 (H): -0.0088, atom 99 (H): -1.6857


Density functional theory data (ωB97M-V with the def2-TZVPD basis set) for the molecule C2H6N2O2.

Geometry as XYZ:
```
12
C2H6N2O2 | the OMol25 dataset | ωB97M-V with the def2-TZVPD basis set
C 0.5847 1.0906 0.5295
C -0.0121 -0.3469 -1.3448
N -0.2433 0.0852 0.0289
N -0.9248 -0.8590 1.0931
O -0.6796 -0.6051 2.2223
O -1.5966 -1.6750 0.5563
H 0.5621 0.9912 1.6806
H 1.6394 0.6522 0.3033
H 0.4517 2.0221 -0.0044
H -0.7007 -1.1206 -1.5669
H 0.0233 0.6066 -2.0745
H 0.8959 -0.8412 -1.4233
```

Gap between HOMO and LUMO (spin up / spin down) = 5.71 / 6.90 eV
Energy above the lowest of the compared OMol25 structures with the same formula, charge and spin = 231.95 kJ/mol
⟨S²⟩ = 2.01
Molecular weight = 90.08 Da
Multiplicity = 3
Net charge = 0

Here is what natural (NBO) gives for the atomic charges, in e: atom 1 (C): -0.5080, atom 2 (C): -0.4694, atom 3 (N): 0.0384, atom 4 (N): 0.4510, atom 5 (O): -0.4999, atom 6 (O): -0.5048, atom 7 (H): 0.2958, atom 8 (H): 0.2339, atom 9 (H): 0.2424, atom 10 (H): 0.2656, atom 11 (H): 0.2271, atom 12 (H): 0.2278


- Among the records above, which one has the lowest energy above the lowest of the compared OMol25 structures with the same formula, charge and spin?
  C2H6N2O2